# C51H97N3O11

A cluster of 13 separate species, C51H97N3O11 in total (the ωB97M-V functional and the def2-TZVPD basis, the OMol25 dataset).

Element x y z (Å)
N -3.38 1.66 27.09
C -3.67 2.06 25.78
C -2.83 3.13 25.50
C -1.86 3.20 26.51
C -2.29 2.36 27.52
H -3.87 0.91 27.65
H -4.52 1.62 25.30
H -2.84 3.70 24.59
H -1.00 3.89 26.59
H -1.98 2.10 28.53
N -7.39 5.14 21.27
C -8.49 5.75 21.80
C -8.02 6.80 22.59
C -6.61 6.75 22.55
C -6.22 5.79 21.65
H -7.43 4.45 20.54
H -9.50 5.43 21.41
H -8.64 7.44 23.16
H -6.02 7.47 23.07
H -5.31 5.29 21.48
C -4.09 0.48 20.23
C -3.66 1.03 21.63
C -3.62 2.57 21.32
O -3.94 2.76 19.97
C -3.70 1.57 19.23
H -5.16 0.28 20.26
H -3.54 -0.46 19.94
H -2.62 0.84 21.91
H -4.24 0.78 22.52
H -2.65 3.01 21.63
H -4.37 3.16 21.88
H -2.67 1.46 18.96
H -4.37 1.62 18.35
C -4.36 11.38 24.98
C -5.07 12.62 25.47
C -6.11 12.82 24.35
O -5.72 12.12 23.24
C -5.03 10.91 23.71
H -4.36 10.61 25.80
H -3.33 11.52 24.79
H -4.30 13.40 25.54
H -5.56 12.42 26.47
H -6.17 13.84 24.09
H -7.10 12.42 24.72
H -4.43 10.61 22.88
H -5.70 10.07 23.84
C 0.62 3.89 19.00
C -0.41 4.03 20.10
C 0.38 4.98 21.04
O 1.70 4.36 21.05
C 1.92 3.76 19.76
H 0.71 4.71 18.30
H 0.46 3.05 18.37
H -0.58 3.06 20.59
H -1.34 4.38 19.85
H 0.14 4.90 22.12
H 0.53 6.02 20.67
H 2.20 2.74 19.92
H 2.68 4.30 19.21
C 0.22 11.79 20.63
C -1.04 12.42 21.13
C -2.10 11.33 20.65
O -1.48 10.12 20.86
C -0.01 10.29 20.93
H 1.21 12.23 21.04
H 0.32 11.95 19.55
H -1.14 13.39 20.70
H -0.98 12.49 22.24
H -2.24 11.42 19.60
H -3.05 11.46 21.17
H 0.36 9.67 20.09
H 0.29 9.83 21.87
C 0.77 3.03 23.79
C 0.73 1.96 24.85
C 1.82 2.43 25.80
O 2.69 3.28 25.10
C 2.26 3.37 23.78
H 0.19 3.90 24.05
H 0.37 2.64 22.87
H 0.97 1.03 24.35
H -0.25 1.86 25.35
H 2.38 1.64 26.18
H 1.28 2.99 26.58
H 2.72 2.59 23.20
H 2.49 4.39 23.46
C -8.88 1.43 24.57
C -8.94 2.96 24.57
C -7.48 3.36 24.25
O -7.17 2.43 23.15
C -7.84 1.21 23.45
H -9.84 0.84 24.32
H -8.52 1.09 25.55
H -9.38 3.33 25.57
H -9.62 3.45 23.84
H -6.83 3.27 25.13
H -7.41 4.32 23.75
H -6.97 0.63 23.70
H -8.22 0.84 22.50
C -3.93 7.24 28.66
C -5.12 6.59 27.94
C -4.91 7.11 26.44
O -4.08 8.26 26.61
C -3.08 7.74 27.51
H -3.48 6.49 29.37
H -4.30 8.10 29.22
H -6.12 6.71 28.35
H -5.05 5.52 27.84
H -5.80 7.36 25.90
H -4.31 6.45 25.79
H -2.42 8.60 27.75
H -2.50 6.96 27.03
C -3.48 6.25 17.32
C -2.50 7.35 17.07
C -2.05 7.77 18.49
O -2.49 6.78 19.38
C -3.72 6.29 18.89
H -3.03 5.24 17.06
H -4.35 6.48 16.70
H -3.02 8.19 16.57
H -1.65 7.15 16.33
H -2.53 8.71 18.71
H -0.95 7.86 18.63
H -4.56 7.00 19.19
H -4.00 5.28 19.28
C -5.47 10.11 19.63
C -4.86 10.63 18.31
C -5.83 10.08 17.27
O -6.13 8.75 17.73
C -6.46 9.01 19.14
H -5.97 10.89 20.16
H -4.79 9.72 20.38
H -3.91 10.07 18.06
H -4.55 11.67 18.25
H -5.36 9.98 16.33
H -6.82 10.66 17.15
H -6.29 8.05 19.58
H -7.51 9.28 19.30
C -1.78 6.98 23.59
C -2.55 8.40 23.54
C -1.53 9.36 24.20
O -0.23 8.74 24.26
C -0.35 7.47 23.60
H -2.08 6.29 22.80
H -1.96 6.44 24.51
H -3.49 8.46 24.09
H -2.74 8.64 22.55
H -1.76 9.74 25.22
H -1.46 10.28 23.58
H 0.32 6.75 24.08
H 0.05 7.60 22.58
C 0.62 6.83 27.16
O 0.00 6.20 28.02
N 1.94 6.79 27.14
C 2.54 7.20 25.87
C 2.75 5.88 28.02
H 0.18 7.38 26.36
H 3.59 7.59 25.84
H 1.90 7.95 25.34
H 2.52 6.36 25.13
H 2.37 5.93 29.02
H 2.74 4.86 27.65
H 3.86 6.07 27.94

Results
E_tot   -2993.0406 Eh